Record 1
Formula: C20H29N4O5S6V
Source: the Open Molecules 2025 dataset
Level of theory: the ωB97M-V functional and the def2-TZVPD basis

```
! wB97M-V def2-TZVPD RIJCOSX def2/J DEFGRID3
* xyz -1 2
V -0.158 1.112 0.716
C 2.927 0.443 0.362
C 3.172 -1.055 0.645
N 2.015 -1.876 0.926
C 1.758 -2.214 2.312
C 0.417 -1.722 2.871
N 0.232 -0.288 2.738
C 1.145 0.524 3.531
C 2.352 0.995 2.690
N 1.994 1.100 1.275
H 3.913 0.942 0.363
H 2.498 0.539 -0.638
H 3.652 -1.458 -0.261
H 3.900 -1.177 1.455
H 1.193 -1.449 0.499
H 1.757 -3.314 2.393
H 2.569 -1.856 2.957
H -0.402 -2.199 2.332
H 0.374 -2.037 3.931
H -0.724 -0.060 2.998
H 0.605 1.413 3.862
H 1.503 -0.020 4.421
H 2.690 1.961 3.086
H 3.182 0.293 2.794
H 1.948 2.084 1.004
S 0.307 8.407 1.000
C 0.142 6.773 0.922
S 0.553 5.833 -0.486
C 0.137 4.254 0.165
C -0.340 4.241 1.440
S -0.711 2.825 2.319
S -0.484 5.813 2.230
S 0.377 2.849 -0.810
C -3.128 1.977 -0.405
O -2.478 1.126 0.523
C -3.239 0.000 0.881
C -2.979 -1.226 0.000
O -1.800 -1.839 0.487
C -1.423 -2.981 -0.239
H -4.034 2.405 0.053
H -3.385 1.457 -1.330
H -2.422 2.770 -0.641
H -4.309 0.252 0.866
H -2.946 -0.264 1.907
H -2.864 -0.927 -1.051
H -3.823 -1.933 0.073
H -2.176 -3.773 -0.133
H -0.473 -3.317 0.174
H -1.299 -2.760 -1.303
O -3.121 -0.518 -3.428
S -1.835 0.137 -3.593
O -1.815 1.201 -4.558
N -1.272 0.567 -2.130
C -0.281 -0.212 -1.751
O 0.266 -0.171 -0.620
C 0.159 -1.199 -2.756
C 1.167 -2.151 -2.630
C 1.412 -2.986 -3.704
C 0.673 -2.882 -4.879
C -0.346 -1.942 -4.996
C -0.586 -1.119 -3.926
H 1.720 -2.234 -1.708
H 2.190 -3.733 -3.629
H 0.889 -3.544 -5.703
H -0.937 -1.858 -5.894
*
```

Output
⟨S²⟩ = 0.807
gap between HOMO and LUMO (spin up / spin down) = 5.896 / 5.321 eV
LUMO energy (spin up / spin down) = 2.373 / 2.373 eV
energy above the lowest of the compared OMol25 structures with the same formula, charge and spin = 66.5 kJ/mol
maximum force = 2.694 eV Å⁻¹

Here are the Löwdin charges for atoms 1 to 2, given in e: 0.40 -0.19

***

Record 2
Formula: C20H29N4O5S6V
Source: the Open Molecules 2025 dataset
Level of theory: the ωB97M-V functional and the def2-TZVPD basis

```
! wB97M-V def2-TZVPD RIJCOSX def2/J DEFGRID3
* xyz -1 2
V 0.824 -0.672 -0.515
C 1.598 -2.416 -2.659
C 2.461 -2.886 -1.454
N 2.492 -1.861 -0.401
C 3.741 -1.096 -0.290
C 3.427 0.376 0.019
N 2.247 0.830 -0.720
C 2.422 1.167 -2.136
C 2.378 -0.100 -2.995
N 1.307 -0.990 -2.513
H 2.098 -2.634 -3.612
H 0.649 -2.948 -2.637
H 2.002 -3.785 -1.043
H 3.476 -3.142 -1.773
H 2.302 -2.320 0.527
H 4.368 -1.501 0.512
H 4.313 -1.171 -1.216
H 3.188 0.446 1.080
H 4.313 0.993 -0.190
H 1.818 1.630 -0.258
H 1.586 1.812 -2.414
H 3.360 1.708 -2.324
H 2.236 0.172 -4.046
H 3.325 -0.633 -2.922
H 0.432 -0.750 -2.967
S -3.144 -5.706 3.971
C -2.010 -4.838 3.141
S -0.387 -4.609 3.676
C 0.231 -3.658 2.315
C -0.692 -3.379 1.352
S -0.618 -2.520 -0.168
S -2.303 -4.048 1.640
S 1.900 -3.241 2.434
C 0.143 -0.084 2.946
O 0.857 0.684 1.980
C 0.894 2.064 2.311
C 0.018 2.981 1.478
O 0.755 3.323 0.323
C 0.196 4.404 -0.408
H 0.665 -0.067 3.907
H 0.111 -1.105 2.579
H -0.876 0.297 3.080
H 1.923 2.411 2.165
H 0.651 2.182 3.371
H -0.196 3.893 2.053
H -0.933 2.498 1.226
H 0.133 5.296 0.227
H -0.791 4.177 -0.801
H 0.872 4.600 -1.238
O -4.303 1.517 -3.569
S -3.584 2.025 -2.430
O -3.638 3.459 -2.236
N -2.041 1.508 -2.399
C -1.787 0.852 -1.277
O -0.651 0.440 -0.944
C -2.965 0.632 -0.395
C -3.003 -0.058 0.807
C -4.206 -0.093 1.497
C -5.343 0.526 0.981
C -5.303 1.195 -0.237
C -4.100 1.233 -0.907
H -2.111 -0.552 1.171
H -4.270 -0.610 2.445
H -6.271 0.480 1.537
H -6.185 1.663 -0.655
*
```

Output
⟨S²⟩ = 0.758
gap between HOMO and LUMO (spin up / spin down) = 5.293 / 4.996 eV
LUMO energy (spin up / spin down) = 1.919 / 1.920 eV
energy above the lowest of the compared OMol25 structures with the same formula, charge and spin = 68.1 kJ/mol
maximum force = 2.165 eV Å⁻¹

Here are the Löwdin charges for atoms 1 to 2, given in e: 0.51 -0.20

***

Record 3
Formula: C20H29N5O3S
Source: the Open Molecules 2025 dataset
Level of theory: the ωB97M-V functional and the def2-TZVPD basis

```
! wB97M-V def2-TZVPD RIJCOSX def2/J DEFGRID3
* xyz 0 1
C -0.637 -4.080 0.618
N -0.501 -3.082 -0.415
C -0.201 -3.587 -1.733
S 0.307 -1.729 0.078
O 0.374 -0.838 -1.046
O -0.348 -1.255 1.254
N 1.845 -2.274 0.504
C 2.334 -1.734 1.760
C 2.630 -0.242 1.640
C 3.596 0.053 0.482
N 3.641 1.471 0.214
N 4.821 2.102 0.249
C 4.571 3.367 -0.017
C 3.207 3.580 -0.243
C 2.632 2.333 -0.094
N 1.299 1.954 -0.176
C 0.249 2.763 0.176
O 0.378 3.916 0.512
C -1.074 2.028 0.109
C -1.556 1.864 -1.337
C -2.572 0.721 -1.464
C -3.713 0.875 -0.501
C -3.733 0.162 0.691
C -4.771 0.328 1.592
C -5.802 1.209 1.312
C -5.790 1.924 0.126
C -4.752 1.757 -0.773
C 3.269 -0.714 -0.812
C 2.842 -2.158 -0.544
H -0.867 -3.558 1.543
H 0.283 -4.662 0.745
H -1.459 -4.748 0.364
H -0.015 -2.731 -2.377
H 0.670 -4.253 -1.732
H -1.066 -4.135 -2.109
H 1.560 -1.902 2.508
H 3.230 -2.297 2.034
H 1.681 0.271 1.489
H 3.067 0.128 2.569
H 4.614 -0.207 0.797
H 5.370 4.081 -0.042
H 2.701 4.495 -0.465
H 1.068 1.011 -0.466
H -0.954 1.042 0.562
H -1.811 2.589 0.685
H -1.999 2.802 -1.678
H -0.708 1.634 -1.986
H -2.051 -0.220 -1.269
H -2.950 0.702 -2.489
H -2.927 -0.523 0.915
H -4.775 -0.231 2.516
H -6.612 1.339 2.015
H -6.592 2.613 -0.098
H -4.747 2.316 -1.698
H 2.466 -0.212 -1.349
H 4.150 -0.711 -1.456
H 2.422 -2.588 -1.454
H 3.701 -2.762 -0.235
*
```

Output
gap between HOMO and LUMO = 8.607 eV
SMILES = CN(C)S(=O)(=O)N1CCC(n2nccc2NC(=O)CCCc2ccccc2)CC1
LUMO energy = 0.352 eV
energy above the lowest of the compared OMol25 structures with the same formula, charge and spin = 165.7 kJ/mol
maximum force = 1.093 eV Å⁻¹

Here are the Löwdin charges for atoms 1 to 2, given in e: -0.09 -0.33

***

Record 4
Formula: C20H30B2O4ReS4SbSi2Te
Source: the Open Molecules 2025 dataset
Level of theory: the ωB97M-V functional and the def2-TZVPD basis

```
! wB97M-V def2-TZVPD RIJCOSX def2/J DEFGRID3
* xyz 2 1
Re 0.288 1.746 -0.707
S 2.635 0.095 -4.109
Sb 2.736 2.156 -3.221
S -0.614 2.132 -2.437
S 2.505 1.810 -0.766
S 3.082 4.345 -3.390
O 3.212 0.865 3.101
B 1.978 0.888 2.501
O 1.506 -0.363 2.154
C 2.470 -1.229 2.671
C 2.472 -2.614 2.659
C 3.576 -3.208 3.233
C 4.628 -2.460 3.790
C 4.584 -1.068 3.814
C 3.473 -0.497 3.242
H 1.648 -3.204 2.225
H 3.578 -4.299 3.291
H 5.437 -2.984 4.251
H 5.348 -0.469 4.255
O 1.169 3.412 3.058
B 1.081 2.284 2.304
O 0.007 2.444 1.279
C -0.540 3.762 1.572
C -1.634 4.387 1.032
C -1.983 5.614 1.572
C -1.258 6.155 2.633
C -0.131 5.505 3.170
C 0.182 4.289 2.628
H -2.188 3.905 0.207
H -2.870 6.160 1.198
H -1.557 7.060 3.104
H 0.385 5.929 4.010
C 2.775 -2.602 -1.287
Si 1.171 -3.279 -1.861
C 1.303 -4.198 -3.429
C 0.439 -4.326 -0.547
C -0.062 -1.860 -2.168
Te -0.639 -0.720 -0.368
C -2.810 -1.056 -0.412
Si -3.883 0.109 -1.510
C -5.659 -0.360 -1.471
C -3.185 0.032 -3.234
C -3.716 1.694 -0.623
H 3.463 -3.469 -1.096
H 2.701 -2.011 -0.368
H 3.271 -2.029 -2.081
H 1.915 -5.041 -3.211
H 1.823 -3.650 -4.230
H 0.372 -4.549 -3.814
H 0.929 -5.287 -0.404
H -0.582 -4.598 -0.821
H 0.357 -3.810 0.422
H -1.050 -2.161 -2.484
H 0.259 -1.072 -2.864
H -3.067 -0.960 0.628
H -2.868 -2.093 -0.728
H -5.859 -1.308 -1.942
H -6.189 0.422 -2.015
H -5.992 -0.368 -0.434
H -3.622 -0.877 -3.650
H -2.100 -0.069 -3.313
H -3.545 0.819 -3.900
H -4.518 1.743 0.113
H -3.848 2.612 -1.190
H -2.788 1.773 -0.033
*
```

Output
gap between HOMO and LUMO (spin up / spin down) = 5.166 / 5.155 eV
LUMO energy (spin up / spin down) = -8.501 / -8.511 eV
maximum force = 2.480 eV Å⁻¹

Here are the Löwdin charges for atoms 1 to 2, given in e: 0.39 0.06

***

Record 5
Formula: C20H30Cl8N4
Source: the Open Molecules 2025 dataset
Level of theory: the ωB97M-V functional and the def2-TZVPD basis

```
! wB97M-V def2-TZVPD RIJCOSX def2/J DEFGRID3
* xyz -1 2
C -28.363 6.205 32.039
C -29.353 5.176 32.590
N -29.034 3.858 32.016
C -29.630 3.782 30.625
C -31.131 3.877 30.412
C -29.494 2.805 32.918
C -28.482 2.705 34.114
H -27.345 5.969 32.349
H -28.619 7.139 32.538
H -28.536 6.262 30.964
H -29.183 5.184 33.667
H -30.401 5.451 32.468
H -29.119 4.405 29.891
H -29.460 2.737 30.368
H -31.448 3.754 29.376
H -31.604 3.201 31.124
H -31.443 4.903 30.601
H -29.471 1.878 32.345
H -30.500 2.941 33.315
H -27.590 3.307 33.944
H -28.080 1.692 34.104
H -28.919 2.820 35.106
C -21.574 -2.095 30.141
Cl -19.868 -1.458 30.328
Cl -22.758 -0.734 30.061
Cl -21.627 -3.062 28.678
Cl -21.872 -3.052 31.605
C -20.726 1.465 26.875
Cl -21.407 -0.090 26.312
Cl -22.069 2.681 26.794
Cl -20.121 1.208 28.475
Cl -19.387 1.979 25.887
N -29.116 -1.006 32.456
C -28.766 -0.457 31.261
C -29.966 -0.074 30.613
C -31.027 -0.527 31.401
C -30.495 -1.050 32.604
H -28.441 -1.333 33.132
H -27.720 -0.308 31.036
H -30.061 0.352 29.625
H -32.064 -0.414 31.122
H -30.989 -1.330 33.523
N -26.429 3.845 30.591
C -25.405 4.137 29.715
C -24.442 3.172 29.756
C -24.883 2.224 30.640
C -26.104 2.648 31.121
H -27.184 4.411 30.951
H -25.367 5.107 29.240
H -23.480 3.276 29.275
H -24.261 1.378 30.895
H -26.808 2.187 31.797
N -24.991 6.111 24.018
C -25.289 4.772 23.942
C -24.873 4.241 25.135
C -24.419 5.226 25.975
C -24.387 6.346 25.152
H -25.196 6.740 23.255
H -25.853 4.435 23.086
H -24.872 3.186 25.367
H -23.983 5.052 26.948
H -23.967 7.322 25.343
*
```

Output
⟨S²⟩ = 0.752
gap between HOMO and LUMO (spin up / spin down) = 2.583 / 7.871 eV
LUMO energy (spin up / spin down) = 2.263 / 2.260 eV
maximum force = 4.022 eV Å⁻¹

Here are the Löwdin charges for atoms 1 to 2, given in e: -0.08 -0.26

***

Record 6
Formula: C20H30F2O18
Source: the Open Molecules 2025 dataset
Level of theory: the ωB97M-V functional and the def2-TZVPD basis

```
! wB97M-V def2-TZVPD RIJCOSX def2/J DEFGRID3
* xyz 0 1
O 3.277 6.743 -0.787
C 3.156 6.417 0.419
O 3.173 5.169 0.799
C 2.757 4.981 2.158
C 2.799 6.408 2.628
F 3.838 6.628 3.415
O 2.948 7.183 1.475
H 1.751 4.562 2.114
H 3.467 4.305 2.636
H 1.932 6.750 3.193
O -0.235 0.299 -3.508
C 0.251 -0.430 -2.684
O -0.154 -1.672 -2.392
C 0.433 -2.095 -1.155
C 1.612 -1.220 -1.054
F 2.658 -1.820 -1.687
O 1.190 -0.093 -1.814
H -0.310 -2.067 -0.358
H 0.572 -3.158 -1.349
H 1.898 -1.060 -0.014
C 1.080 -8.375 0.573
C 1.871 -8.394 1.883
O 2.492 -7.126 2.048
C 3.084 -6.704 3.162
O 3.345 -7.393 4.157
O 3.501 -5.469 2.957
C 4.448 -4.797 3.814
H 0.443 -9.244 0.403
H 1.793 -8.410 -0.250
H 0.519 -7.444 0.496
H 2.683 -9.118 1.810
H 1.272 -8.649 2.757
H 5.383 -5.354 3.758
H 4.082 -4.675 4.833
H 4.535 -3.743 3.549
C -3.636 4.762 -0.029
C -4.172 5.576 1.081
O -5.296 4.966 1.771
C -5.108 3.887 2.522
O -4.119 3.167 2.658
O -6.236 3.765 3.303
C -6.516 2.487 3.945
H -4.416 4.592 -0.771
H -3.286 3.759 0.216
H -2.792 5.256 -0.510
H -4.516 6.548 0.726
H -3.541 5.847 1.928
H -7.571 2.396 4.202
H -5.814 2.274 4.751
H -6.374 1.736 3.168
O 5.387 1.393 -6.955
C 6.006 1.395 -5.885
O 6.909 0.556 -5.515
C 7.584 0.990 -4.369
C 6.700 2.081 -3.912
O 5.855 2.369 -4.994
H 7.572 0.133 -3.696
H 8.585 1.290 -4.678
H 7.292 2.899 -3.502
H 6.010 1.719 -3.150
O -6.047 -3.999 -1.507
C -6.560 -2.963 -1.809
O -7.515 -2.775 -2.739
C -8.065 -1.513 -2.474
C -6.929 -0.744 -1.816
O -6.190 -1.764 -1.273
H -8.339 -0.907 -3.337
H -8.966 -1.708 -1.891
H -7.265 -0.111 -0.995
H -6.167 -0.293 -2.452
*
```

Output
gap between HOMO and LUMO = 10.399 eV
SMILES = O=C1OC[C@@H](F)O1.O=C1OC[C@@H](F)O1.CCOC(=O)OC.CCOC(=O)OC.O=C1OCCO1.O=C1OCCO1
LUMO energy = -0.045 eV
energy above the lowest of the compared OMol25 structures with the same formula, charge and spin = 260.4 kJ/mol
maximum force = 5.790 eV Å⁻¹

Here are the Löwdin charges for atoms 1 to 2, given in e: 0.11 -0.55

***

Number 1: total energy -128109.480 eV. Number 2: total energy -128109.463 eV. Number 3: total energy -45639.112 eV. Number 4: total energy -105815.808 eV. Number 5: total energy -127363.361 eV. Number 6: total energy -63514.367 eV.